(1)
# C3H10N4

A structure of composition C3H10N4 in a non-equilibrium geometry (ωB97M-V with the def2-TZVPD basis set, the Open Molecules 2025 dataset).

Results
* energy relative to the best compared isomer or geometry (same formula, charge and spin): 5.761 eV
* 2S+1: 1
* HOMO energy (spin up / spin down): -7.411 / -7.410 eV
* orbital gap (spin up / spin down): 7.366 / 7.365 eV

The geometry in XYZ format:
```
17
C3H10N4 ωB97M-V with the def2-TZVPD basis set
C -0.6244 1.6716 -0.9208
N -1.6109 -0.4972 -0.2793
C 0.8348 -0.2796 -0.3320
C -0.4179 0.2140 -0.6895
N -1.4328 -0.3824 1.1527
N 1.5585 0.5277 0.4584
N 1.0216 -1.6800 -0.2787
H -1.5915 -1.4739 -0.5610
H -0.9965 -1.2531 1.4838
H -0.4339 0.3665 1.6438
H 0.6727 0.6572 1.5224
H 2.4294 0.1105 0.7804
H 1.9613 -1.9510 -0.0231
H 0.7009 -2.1739 -1.0994
H -1.4857 1.8112 -1.5757
H -0.8630 2.1867 0.0195
H 0.2774 2.1458 -1.3015
```

=====

(2)
# C11H16AlF9O11S3

A structure of composition C11H16AlF9O11S3 in a non-equilibrium geometry (ωB97M-V with the def2-TZVPD basis set, the Open Molecules 2025 dataset).

Results
* energy relative to the best compared isomer or geometry (same formula, charge and spin): 1.473 eV
* 2S+1: 1
* HOMO energy: -10.339 eV
* orbital gap: 3.572 eV

The geometry in XYZ format:
```
51
C11H16AlF9O11S3 ωB97M-V with the def2-TZVPD basis set
Al 0.6524 -0.7764 2.1050
C 0.9290 4.5452 1.1332
F 0.1913 5.5991 0.8076
F 1.6167 4.1213 0.0902
F 1.7445 4.9566 2.1053
S -0.1677 3.1957 1.8708
O -1.0783 2.7586 0.8318
O 0.7425 2.0732 2.1671
O -0.7928 3.7316 3.0446
C 3.8612 -3.7461 -0.0802
F 3.9910 -2.8219 -1.0251
F 3.3399 -4.8362 -0.6487
F 5.0594 -4.1125 0.3633
S 2.7753 -3.1638 1.3254
O 2.7726 -4.1687 2.3398
O 3.1741 -1.8048 1.7462
O 1.4725 -2.9298 0.6688
C -4.4196 1.2007 1.9188
F -5.5150 1.6386 2.4816
F -4.6629 0.0445 1.2937
F -3.9254 2.0544 1.0271
S -3.0519 0.8644 3.1602
O -3.6312 -0.0904 4.0770
O -1.9165 0.2708 2.4449
O -2.7475 2.1251 3.7981
C 2.3974 -0.1008 -2.7535
C 2.6575 1.2965 -2.2175
C 1.9491 1.3081 -0.8556
O 1.7616 -0.0571 -0.4640
C 1.6160 -0.8326 -1.6617
H 3.3049 -0.7042 -2.8279
H 1.9484 -0.0864 -3.7449
H 2.4077 2.1160 -2.8963
H 3.7179 1.5362 -2.1112
H 1.0091 1.8384 -0.6965
H 2.6740 1.8040 -0.2057
H 0.5446 -0.8674 -1.8821
H 1.9358 -1.8662 -1.6187
C -2.7101 -2.0976 -1.4027
C -2.3305 -0.8267 -2.1477
C -1.9312 0.0490 -0.9756
O -1.1442 -0.8205 -0.1587
C -1.7112 -2.1350 -0.2338
H -2.6245 -2.9391 -2.0936
H -3.7630 -2.0713 -1.1237
H -3.1208 -0.3616 -2.7363
H -1.4677 -0.9520 -2.8052
H -2.8307 0.3469 -0.4293
H -1.4452 0.9670 -1.3026
H -2.3153 -2.3744 0.6487
H -0.9433 -2.8986 -0.3502
```

=====

(3)
# C44H100N4O10S5

A cluster of 9 separate species, C44H100N4O10S5 in total in a non-equilibrium geometry (ωB97M-V with the def2-TZVPD basis set, the Open Molecules 2025 dataset).

Results
* energy relative to the best compared isomer or geometry (same formula, charge and spin): 0.000 eV
* 2S+1: 1
* HOMO energy: -8.066 eV
* orbital gap: 8.454 eV

The geometry in XYZ format:
```
163
C44H100N4O10S5 ωB97M-V with the def2-TZVPD basis set
C 32.4678 -9.2687 8.1752
C 31.4430 -8.2681 7.6715
N 31.9626 -7.0160 7.1605
C 32.5983 -7.0823 5.8533
C 32.2360 -5.8829 4.9893
C 32.5890 -6.0754 8.0701
C 32.0727 -6.1473 9.4959
H 33.0027 -8.9415 9.0695
H 33.2843 -9.3536 7.4430
H 32.1023 -10.2900 8.2771
H 30.8876 -8.7260 6.8436
H 30.6214 -8.0740 8.3661
H 33.6979 -7.1123 5.9722
H 32.3012 -8.0404 5.4263
H 32.6064 -6.0075 3.9680
H 31.1471 -5.8259 4.9226
H 32.6285 -4.9442 5.3741
H 32.3381 -5.0630 7.7291
H 33.6900 -6.1386 8.0526
H 32.4564 -7.0028 10.0530
H 30.9876 -6.1070 9.5786
H 32.4254 -5.2650 10.0389
C 35.1322 -0.5327 2.1549
C 34.8593 0.9469 2.0960
N 34.6653 1.4442 0.7400
C 35.9147 1.4346 -0.0208
C 35.9057 2.1230 -1.3913
C 33.8061 2.6019 0.5865
C 34.4524 3.9646 0.8291
H 34.2442 -1.1504 2.0083
H 35.4587 -0.7908 3.1707
H 35.9442 -0.8563 1.5082
H 33.9632 1.1999 2.6635
H 35.6873 1.4942 2.5843
H 36.7885 1.7477 0.5721
H 36.1073 0.3792 -0.2470
H 36.4120 3.0880 -1.3694
H 36.2783 1.5276 -2.2214
H 34.8828 2.3716 -1.6825
H 32.9508 2.5012 1.2588
H 33.4161 2.5723 -0.4325
H 34.9993 4.3363 -0.0480
H 35.2729 3.9519 1.5562
H 33.7859 4.7942 1.0709
C 26.2917 -1.9437 -2.2644
C 27.4141 -2.0663 -3.3001
N 27.2686 -1.1897 -4.4516
C 26.0801 -1.5513 -5.2380
C 25.7633 -0.4606 -6.2443
C 28.4979 -1.2043 -5.2507
C 28.8891 -2.5172 -5.9358
H 26.6043 -2.4131 -1.3333
H 25.3856 -2.4331 -2.6203
H 26.0266 -0.8998 -2.0886
H 28.3607 -1.9056 -2.7754
H 27.4544 -3.1189 -3.6309
H 26.2492 -2.5096 -5.7507
H 25.2547 -1.6467 -4.5390
H 25.7504 0.5290 -5.7943
H 26.5681 -0.4058 -6.9908
H 24.9007 -0.7165 -6.8597
H 29.2752 -0.9826 -4.5123
H 28.5240 -0.3820 -5.9651
H 28.3656 -2.6916 -6.8767
H 28.8038 -3.3990 -5.3000
H 29.9547 -2.4887 -6.1806
C 32.8654 -1.6723 -5.2121
C 32.2796 -1.8818 -3.8129
N 33.1284 -1.3966 -2.7247
C 34.5136 -1.7946 -2.6898
C 34.9447 -2.5441 -1.4352
C 32.8408 -0.0248 -2.2908
C 31.7476 0.0254 -1.2537
H 33.6469 -2.4115 -5.4311
H 33.3689 -0.7099 -5.2901
H 32.1187 -1.8970 -5.9737
H 31.3328 -1.3450 -3.7439
H 32.1038 -2.9354 -3.5831
H 35.1857 -0.9411 -2.8675
H 34.6938 -2.4368 -3.5560
H 34.7381 -3.6156 -1.5360
H 34.4278 -2.2825 -0.5115
H 36.0246 -2.4117 -1.3287
H 33.7631 0.3973 -1.8922
H 32.5826 0.5170 -3.2148
H 32.1654 -0.3708 -0.3236
H 31.4501 1.0431 -0.9817
H 30.8655 -0.5409 -1.5480
C 30.2272 2.9170 3.2366
C 31.4509 2.1516 3.8114
C 31.3395 0.6460 3.6032
S 29.5919 0.3341 3.3031
O 28.9106 0.2235 4.5586
O 29.3841 -0.6767 2.2946
C 29.2684 1.9423 2.6067
H 30.4846 3.7837 2.6268
H 29.7311 3.4330 4.0641
H 31.4547 2.3588 4.8843
H 32.4015 2.5684 3.4839
H 31.5809 0.0128 4.4518
H 31.8314 0.3485 2.6751
H 28.1950 2.1131 2.7041
H 29.3807 1.7987 1.5267
C 33.7663 -6.6828 -3.0210
C 33.8371 -5.5703 -4.0931
C 34.5545 -6.1606 -5.2993
S 35.1987 -7.7572 -4.8401
O 36.5718 -7.9020 -5.2428
O 34.2226 -8.7570 -5.1490
C 35.0871 -7.4258 -3.0867
H 32.9567 -7.3820 -3.2293
H 33.5910 -6.1859 -2.0674
H 34.3775 -4.7229 -3.6873
H 32.8254 -5.2922 -4.3786
H 35.4109 -5.5528 -5.6104
H 33.9829 -6.1552 -6.2279
H 35.8861 -6.7555 -2.7590
H 35.1514 -8.3497 -2.5154
C 29.3892 -3.5172 0.1781
C 29.3727 -4.8111 1.0169
C 30.6549 -4.9632 1.8075
S 31.9010 -4.2190 0.7795
O 32.3968 -5.1576 -0.2138
O 32.8309 -3.5178 1.6220
C 30.8282 -3.0741 -0.0796
H 28.7436 -2.6832 0.4541
H 28.9324 -3.7940 -0.7804
H 29.3616 -5.5928 0.2437
H 28.4240 -5.0768 1.4801
H 31.0230 -5.9370 2.1150
H 30.5811 -4.2538 2.6379
H 31.1795 -2.8673 -1.0859
H 31.0656 -2.1852 0.5151
C 34.8583 -7.1821 2.0660
C 36.1388 -8.0057 1.9241
C 35.7004 -9.4444 1.7591
S 34.2377 -9.3988 0.7197
O 33.1549 -10.0684 1.4014
O 34.4302 -9.7201 -0.6666
C 33.9781 -7.6409 0.9294
H 35.0691 -6.1191 1.9933
H 34.3366 -7.4618 2.9857
H 36.8210 -7.8621 2.7592
H 36.6619 -7.6750 1.0194
H 35.3576 -9.7742 2.7422
H 36.3841 -10.1889 1.3583
H 32.9095 -7.4632 0.9941
H 34.2834 -7.1614 -0.0046
C 30.1824 -10.2034 -2.5530
C 31.2872 -9.4720 -1.7819
C 30.7536 -8.1290 -1.2127
S 28.9653 -8.1916 -1.4433
O 28.4891 -6.8810 -1.7965
O 28.3300 -8.9107 -0.3689
C 29.0774 -9.2173 -2.9007
H 29.8305 -11.0332 -1.9311
H 30.5844 -10.7552 -3.4038
H 32.1344 -9.1798 -2.4024
H 31.6918 -10.0212 -0.9359
H 30.9740 -7.2872 -1.8690
H 30.9398 -7.8792 -0.1738
H 29.4787 -8.5665 -3.6859
H 28.1376 -9.5994 -3.2863
```

=====

(4)
# C13H8BF4MnNO9S3

A structure of composition C13H8BF4MnNO9S3 (ωB97M-V with the def2-TZVPD basis set, the Open Molecules 2025 dataset).

Results
* energy relative to the best compared isomer or geometry (same formula, charge and spin): 0.272 eV
* 2S+1: 4
* HOMO energy (spin up / spin down): -10.034 / -10.001 eV
* orbital gap (spin up / spin down): 5.186 / 6.949 eV

The geometry in XYZ format:
```
40
C13H8BF4MnNO9S3 ωB97M-V with the def2-TZVPD basis set
Mn 0.4567 0.8195 0.7012
O -1.6940 -2.7149 0.1931
S -1.6206 -1.4445 0.8234
O -2.5811 -0.4395 0.5062
O -0.1728 -0.8922 0.6121
C -1.5531 -1.7302 2.5827
C -2.1297 -2.9050 3.0238
C -2.0648 -3.2532 4.3666
C -1.4054 -2.4444 5.2750
C -0.8258 -1.2573 4.8574
C -0.9000 -0.8984 3.5186
S -0.2128 0.6701 3.1443
O -0.9534 1.2373 1.9672
O -0.1527 1.4507 4.3131
O 1.1457 0.4740 2.4222
H -2.6053 -3.5535 2.3003
H -2.5263 -4.1737 4.6995
H -1.3467 -2.7288 6.3172
H -0.3302 -0.6038 5.5628
F -1.1789 2.4550 -0.4479
B -0.3259 3.5203 -0.4643
F 0.9636 2.5379 0.6160
F 0.4530 3.6797 -1.5256
F -0.5725 4.5294 0.3599
O 4.4561 1.3102 -3.8303
S 3.6688 0.1702 -3.4817
O 4.0373 -1.1376 -3.9282
N 3.4736 0.1466 -1.8382
C 2.2437 0.3095 -1.5561
O 1.8670 0.3491 -0.2814
C 1.2700 0.4719 -2.6679
C -0.1039 0.6110 -2.6527
C -0.7673 0.7567 -3.8659
C -0.0573 0.7523 -5.0612
C 1.3242 0.5905 -5.0761
C 1.9590 0.4517 -3.8610
H -0.6837 0.5701 -1.7429
H -1.8439 0.8665 -3.8779
H -0.5886 0.8735 -5.9968
H 1.8783 0.5730 -6.0066
```